A structure of composition C36H35N2O2P in a non-equilibrium geometry, computed with ωB97M-V with the def2-TZVPD basis set.

Output
energy relative to the best compared isomer or geometry (same formula, charge and spin)	699.47	kJ/mol
total charge	0
energy	-54259.7172	eV
HOMO-LUMO gap	3.28	eV
LUMO energy	-2.1678	eV
HOMO level	-0.2001	Ha

The geometry in XYZ format:
```
76
C36H35N2O2P | the Open Molecules 2025 dataset | ωB97M-V with the def2-TZVPD basis set
C 6.6151 -2.8976 15.0970
C 5.8744 -3.8627 14.2292
C 6.1216 -5.2163 14.3543
C 5.5142 -6.1611 13.5480
C 5.8641 -7.5817 13.8282
C 4.6247 -5.6957 12.5779
N 4.1911 -6.5835 11.4971
P 2.6501 -7.2552 11.2444
H 0.7782 -5.2239 9.5409
N 3.2136 -8.7342 10.7461
C 2.5956 -10.0283 10.9900
C 1.5069 -10.3679 10.1932
C 0.8457 -9.3698 9.3235
C 1.0966 -11.6874 10.1889
C 1.7534 -12.6411 10.9518
C 1.3178 -14.0687 10.8792
C 2.8174 -12.2487 11.7488
C 3.2596 -10.9429 11.7979
C 4.3799 -10.6094 12.7159
C 4.5523 -8.5633 10.4421
C 5.0895 -7.4285 10.8586
C 4.3025 -4.3425 12.4545
C 3.3667 -3.8783 11.3929
C 4.9477 -3.4335 13.2831
H 6.3688 -1.8685 14.8265
H 6.3731 -3.0439 16.1558
H 7.7001 -3.0275 15.0039
H 6.8218 -5.5515 15.0974
H 5.4881 -8.3039 13.1046
H 6.9573 -7.6792 13.8735
H 5.4914 -7.8701 14.8225
H 0.0527 -9.8854 8.7732
H 0.3872 -8.5714 9.9099
H 1.5493 -8.9543 8.5980
H 0.2690 -11.9832 9.5685
H 1.9100 -14.6781 11.5728
H 0.2575 -14.1796 11.1407
H 1.4454 -14.4816 9.8690
H 3.3136 -12.9873 12.3431
H 4.5948 -11.4955 13.3229
H 5.3034 -10.3637 12.1837
H 4.1377 -9.8039 13.4153
H 5.0454 -9.4451 10.0715
H 6.1377 -7.1613 10.9300
H 3.3336 -2.7831 11.4293
H 3.7304 -4.1733 10.4006
H 2.3485 -4.2538 11.5449
H 4.7455 -2.3843 13.1755
C -2.5458 -6.0142 3.5815
C -2.0519 -4.9359 4.3311
C -1.3476 -5.2379 5.4975
C -1.1630 -6.5454 5.8957
C -1.6419 -7.6386 5.1699
C -2.3363 -7.3429 3.9924
C -0.4266 -6.5414 7.1674
O -0.1147 -7.5675 7.8526
C -0.1122 -5.1641 7.5558
C 0.7635 -4.8062 8.6141
C 0.6847 -3.3365 8.9348
C -0.5557 -2.6869 9.1370
C -0.5705 -1.2947 9.2635
C 0.6463 -0.6197 9.3700
C 1.8636 -1.2582 9.3472
C 1.8859 -2.6549 9.0974
C -0.6783 -4.3105 6.4621
O -0.6376 -3.0987 6.3011
H -3.0922 -5.8024 2.6693
H -2.1766 -3.8949 4.0685
H -1.4651 -8.6400 5.5260
H -2.7227 -8.1609 3.3803
H 1.5082 -5.6003 8.7490
H -1.4770 -3.2605 9.0531
H -1.5181 -0.8031 9.2128
H 0.6316 0.4639 9.4420
H 2.8003 -0.7727 9.4551
H 2.8009 -3.1943 8.9129
```


A cluster of 2 separate species, C36H35N3O3S in total in a non-equilibrium geometry, computed with ωB97M-V with the def2-TZVPD basis set.

Output
energy relative to the best compared isomer or geometry (same formula, charge and spin)	18.25	kJ/mol
total charge	0
energy	-59344.1102	eV
HOMO-LUMO gap	2.90	eV
LUMO energy	-2.7643	eV
HOMO level	-0.2080	Ha

The geometry in XYZ format:
```
78
C36H35N3O3S | the Open Molecules 2025 dataset | ωB97M-V with the def2-TZVPD basis set
C 4.9234 -2.5926 1.3921
N 3.8765 -1.8100 2.0028
C 4.0683 -0.5260 2.4281
O 5.1169 0.1082 2.3463
C 2.7280 -0.0381 2.9830
C 2.2342 1.2412 2.2913
C 3.1517 2.4077 2.5686
C 3.7055 3.1398 1.5129
C 4.6453 4.1363 1.7862
C 5.0062 4.4129 3.1111
C 4.4275 3.6996 4.1680
C 3.4860 2.7039 3.8940
N 1.8490 -1.1860 2.7557
C 0.5401 -1.1520 3.0623
C -0.3595 -2.1835 2.8224
C -1.6811 -2.1373 3.2617
C -2.5982 -3.2325 3.1257
C -3.7679 -3.2985 3.9331
C -4.6988 -4.3090 3.7599
C -4.4226 -5.3946 2.9166
C -5.3582 -6.4833 2.8332
N -6.1319 -7.3618 2.7952
C -3.2400 -5.3898 2.1580
C -2.3789 -4.2975 2.1984
C 2.5141 -2.3067 2.0913
C 1.9596 -2.5782 0.6842
C 2.5050 -3.6041 2.9178
H 5.8593 -2.0335 1.4307
H 5.0287 -3.5408 1.9316
H 4.6736 -2.8188 0.3481
H 2.8501 0.1368 4.0687
H 2.1542 1.0607 1.2042
H 1.2178 1.4729 2.6486
H 3.4259 2.8933 0.4849
H 5.1102 4.6787 0.9598
H 5.7496 5.1856 3.3173
H 4.7211 3.8953 5.2005
H 3.0367 2.1295 4.7076
H 0.1874 -0.2384 3.5442
H 0.0076 -3.0793 2.3140
H -2.0221 -1.2662 3.8256
H -3.9548 -2.5073 4.6704
H -5.6624 -4.2624 4.2705
H -3.0168 -6.2384 1.5083
H -1.5412 -4.2375 1.4953
H 2.2078 -1.7440 0.0134
H 2.4188 -3.5001 0.3039
H 0.8745 -2.6998 0.6976
H 3.2403 -3.5317 3.7314
H 1.5240 -3.7936 3.3575
H 2.7741 -4.4368 2.2536
C -7.4077 -0.7179 1.1344
C -7.6385 0.5470 1.6873
C -6.8203 1.0349 2.7139
C -5.7322 0.2641 3.1373
S -4.7418 0.7042 4.5729
C -3.1851 1.0458 3.9378
C -2.5164 2.2129 4.3617
C -1.5440 2.8265 3.5089
C -0.9862 4.0593 3.8367
C -1.3246 4.6881 5.0452
C -2.2167 4.0636 5.9319
C -2.8108 2.8607 5.6035
O -5.3845 1.8927 5.0818
O -4.7022 -0.4937 5.3912
C -5.4042 -0.9077 2.4632
C -6.2931 -1.4617 1.5400
H -8.0823 -1.1224 0.3787
H -8.4738 1.1525 1.3337
H -7.0286 1.9926 3.1894
H -2.8784 0.5093 3.0425
H -1.3013 2.2923 2.5856
H -0.2702 4.5223 3.1534
H -0.8805 5.6452 5.3195
H -2.4394 4.4932 6.9089
H -3.4743 2.3944 6.3268
H -4.4619 -1.4063 2.6852
H -6.1088 -2.4675 1.1539
```


A structure of composition C36H36AsN3O6PbS in a non-equilibrium geometry, computed with ωB97M-V with the def2-TZVPD basis set.

Output
energy relative to the best compared isomer or geometry (same formula, charge and spin)	141.69	kJ/mol
total charge	0
energy	-131591.3744	eV
HOMO-LUMO gap (alpha / beta)	4.29 / 5.96	eV
LUMO energy (alpha / beta)	-3.8366 / -2.4534	eV
HOMO level (alpha / beta)	-0.2985 / -0.3091	Ha

The geometry in XYZ format:
```
84
C36H36AsN3O6PbS | the Open Molecules 2025 dataset | ωB97M-V with the def2-TZVPD basis set
Pb 14.5252 11.7697 16.6447
S 11.9938 12.7404 20.1271
C 10.7637 11.6413 20.4917
C 10.1184 11.6441 21.7414
C 9.0401 10.7637 22.1035
C 8.5980 9.8660 21.1206
C 9.2677 9.7826 19.8733
C 10.2843 10.6140 19.5728
As 11.3484 10.7782 17.8500
C 10.8881 8.9706 17.1605
C 11.1225 7.8399 18.0168
C 10.9014 6.5652 17.5007
C 10.5401 6.4154 16.1931
C 10.2170 7.4623 15.4080
C 10.4960 8.7821 15.8750
C 9.9933 11.8268 16.9482
C 8.7034 11.3887 17.0542
C 7.6637 12.0903 16.3552
C 7.9679 13.1722 15.5435
C 9.3294 13.5415 15.4259
C 10.3476 12.8792 16.0915
H 10.4234 12.3569 22.4896
H 8.5660 10.8712 23.0761
H 7.7244 9.2481 21.3393
H 8.8688 9.0913 19.1478
H 11.4886 7.9018 19.0718
H 11.1232 5.7207 18.1100
H 10.5030 5.3647 15.8370
H 9.8708 7.3287 14.3966
H 10.4578 9.6020 15.2042
H 8.4085 10.5276 17.6518
H 6.6391 11.7919 16.4805
H 7.2541 13.7128 15.0178
H 9.5609 14.3995 14.8003
H 11.3863 13.2246 16.0145
N 16.7917 12.6707 16.2395
C 17.2826 13.4425 17.3728
C 16.1796 14.1324 18.1350
O 16.4219 15.2181 18.7042
O 15.0911 13.4560 18.1865
H 17.4273 11.8581 16.0511
H 16.7633 13.1974 15.3797
H 18.0204 14.1958 16.9976
H 17.8411 12.7744 18.0666
C 14.3796 16.7684 17.2055
C 13.7979 15.5078 16.6432
N 13.2178 14.6222 16.1730
H 14.7944 17.3085 16.3134
H 15.1556 16.4745 17.8848
H 13.6409 17.3983 17.7162
O 13.9635 9.1174 18.0970
C 14.9759 8.9829 17.4026
C 15.2976 7.6440 16.7941
C 16.7155 7.8919 16.3077
C 16.9334 9.4189 16.3456
O 17.8921 9.9608 15.7378
N 15.9321 9.9583 17.0758
H 14.7297 7.4479 15.9146
H 15.3053 6.8140 17.4996
H 16.9291 7.4252 15.2676
H 17.4947 7.4518 16.9856
C 13.7231 10.4406 7.9791
C 13.8109 10.7559 9.4329
C 15.0048 10.5928 10.1742
C 15.0396 10.7104 11.5439
C 16.3060 10.2273 12.1764
C 13.8865 11.2503 12.2107
C 12.6990 11.3752 11.5010
C 11.5227 12.0178 12.1488
C 12.6912 11.1107 10.1356
C 14.0615 11.4173 13.7276
O 13.0969 11.1066 14.5043
O 15.1569 11.8979 14.1388
H 12.8312 10.8667 7.5233
H 13.6522 9.3504 7.8662
H 14.6145 10.7115 7.4114
H 15.8899 10.3364 9.6260
H 16.8930 9.7662 11.3455
H 16.1029 9.4033 12.8468
H 16.8470 10.9585 12.7666
H 11.3105 11.4141 13.0517
H 10.7215 12.0548 11.4222
H 11.6868 13.0592 12.4486
H 11.7485 11.2016 9.6002
```


Please write out number 2 again, unchanged.
A cluster of 2 separate species, C36H35N3O3S in total in a non-equilibrium geometry, computed with ωB97M-V with the def2-TZVPD basis set.

Output
energy relative to the best compared isomer or geometry (same formula, charge and spin)	18.25	kJ/mol
total charge	0
energy	-59344.1102	eV
HOMO-LUMO gap	2.90	eV
LUMO energy	-2.7643	eV
HOMO level	-0.2080	Ha

The geometry in XYZ format:
```
78
C36H35N3O3S | the Open Molecules 2025 dataset | ωB97M-V with the def2-TZVPD basis set
C 4.9234 -2.5926 1.3921
N 3.8765 -1.8100 2.0028
C 4.0683 -0.5260 2.4281
O 5.1169 0.1082 2.3463
C 2.7280 -0.0381 2.9830
C 2.2342 1.2412 2.2913
C 3.1517 2.4077 2.5686
C 3.7055 3.1398 1.5129
C 4.6453 4.1363 1.7862
C 5.0062 4.4129 3.1111
C 4.4275 3.6996 4.1680
C 3.4860 2.7039 3.8940
N 1.8490 -1.1860 2.7557
C 0.5401 -1.1520 3.0623
C -0.3595 -2.1835 2.8224
C -1.6811 -2.1373 3.2617
C -2.5982 -3.2325 3.1257
C -3.7679 -3.2985 3.9331
C -4.6988 -4.3090 3.7599
C -4.4226 -5.3946 2.9166
C -5.3582 -6.4833 2.8332
N -6.1319 -7.3618 2.7952
C -3.2400 -5.3898 2.1580
C -2.3789 -4.2975 2.1984
C 2.5141 -2.3067 2.0913
C 1.9596 -2.5782 0.6842
C 2.5050 -3.6041 2.9178
H 5.8593 -2.0335 1.4307
H 5.0287 -3.5408 1.9316
H 4.6736 -2.8188 0.3481
H 2.8501 0.1368 4.0687
H 2.1542 1.0607 1.2042
H 1.2178 1.4729 2.6486
H 3.4259 2.8933 0.4849
H 5.1102 4.6787 0.9598
H 5.7496 5.1856 3.3173
H 4.7211 3.8953 5.2005
H 3.0367 2.1295 4.7076
H 0.1874 -0.2384 3.5442
H 0.0076 -3.0793 2.3140
H -2.0221 -1.2662 3.8256
H -3.9548 -2.5073 4.6704
H -5.6624 -4.2624 4.2705
H -3.0168 -6.2384 1.5083
H -1.5412 -4.2375 1.4953
H 2.2078 -1.7440 0.0134
H 2.4188 -3.5001 0.3039
H 0.8745 -2.6998 0.6976
H 3.2403 -3.5317 3.7314
H 1.5240 -3.7936 3.3575
H 2.7741 -4.4368 2.2536
C -7.4077 -0.7179 1.1344
C -7.6385 0.5470 1.6873
C -6.8203 1.0349 2.7139
C -5.7322 0.2641 3.1373
S -4.7418 0.7042 4.5729
C -3.1851 1.0458 3.9378
C -2.5164 2.2129 4.3617
C -1.5440 2.8265 3.5089
C -0.9862 4.0593 3.8367
C -1.3246 4.6881 5.0452
C -2.2167 4.0636 5.9319
C -2.8108 2.8607 5.6035
O -5.3845 1.8927 5.0818
O -4.7022 -0.4937 5.3912
C -5.4042 -0.9077 2.4632
C -6.2931 -1.4617 1.5400
H -8.0823 -1.1224 0.3787
H -8.4738 1.1525 1.3337
H -7.0286 1.9926 3.1894
H -2.8784 0.5093 3.0425
H -1.3013 2.2923 2.5856
H -0.2702 4.5223 3.1534
H -0.8805 5.6452 5.3195
H -2.4394 4.4932 6.9089
H -3.4743 2.3944 6.3268
H -4.4619 -1.4063 2.6852
H -6.1088 -2.4675 1.1539
```


Please write out number 1 again, unchanged.
A structure of composition C36H35N2O2P in a non-equilibrium geometry, computed with ωB97M-V with the def2-TZVPD basis set.

Output
energy relative to the best compared isomer or geometry (same formula, charge and spin)	699.47	kJ/mol
total charge	0
energy	-54259.7172	eV
HOMO-LUMO gap	3.28	eV
LUMO energy	-2.1678	eV
HOMO level	-0.2001	Ha

The geometry in XYZ format:
```
76
C36H35N2O2P | the Open Molecules 2025 dataset | ωB97M-V with the def2-TZVPD basis set
C 6.6151 -2.8976 15.0970
C 5.8744 -3.8627 14.2292
C 6.1216 -5.2163 14.3543
C 5.5142 -6.1611 13.5480
C 5.8641 -7.5817 13.8282
C 4.6247 -5.6957 12.5779
N 4.1911 -6.5835 11.4971
P 2.6501 -7.2552 11.2444
H 0.7782 -5.2239 9.5409
N 3.2136 -8.7342 10.7461
C 2.5956 -10.0283 10.9900
C 1.5069 -10.3679 10.1932
C 0.8457 -9.3698 9.3235
C 1.0966 -11.6874 10.1889
C 1.7534 -12.6411 10.9518
C 1.3178 -14.0687 10.8792
C 2.8174 -12.2487 11.7488
C 3.2596 -10.9429 11.7979
C 4.3799 -10.6094 12.7159
C 4.5523 -8.5633 10.4421
C 5.0895 -7.4285 10.8586
C 4.3025 -4.3425 12.4545
C 3.3667 -3.8783 11.3929
C 4.9477 -3.4335 13.2831
H 6.3688 -1.8685 14.8265
H 6.3731 -3.0439 16.1558
H 7.7001 -3.0275 15.0039
H 6.8218 -5.5515 15.0974
H 5.4881 -8.3039 13.1046
H 6.9573 -7.6792 13.8735
H 5.4914 -7.8701 14.8225
H 0.0527 -9.8854 8.7732
H 0.3872 -8.5714 9.9099
H 1.5493 -8.9543 8.5980
H 0.2690 -11.9832 9.5685
H 1.9100 -14.6781 11.5728
H 0.2575 -14.1796 11.1407
H 1.4454 -14.4816 9.8690
H 3.3136 -12.9873 12.3431
H 4.5948 -11.4955 13.3229
H 5.3034 -10.3637 12.1837
H 4.1377 -9.8039 13.4153
H 5.0454 -9.4451 10.0715
H 6.1377 -7.1613 10.9300
H 3.3336 -2.7831 11.4293
H 3.7304 -4.1733 10.4006
H 2.3485 -4.2538 11.5449
H 4.7455 -2.3843 13.1755
C -2.5458 -6.0142 3.5815
C -2.0519 -4.9359 4.3311
C -1.3476 -5.2379 5.4975
C -1.1630 -6.5454 5.8957
C -1.6419 -7.6386 5.1699
C -2.3363 -7.3429 3.9924
C -0.4266 -6.5414 7.1674
O -0.1147 -7.5675 7.8526
C -0.1122 -5.1641 7.5558
C 0.7635 -4.8062 8.6141
C 0.6847 -3.3365 8.9348
C -0.5557 -2.6869 9.1370
C -0.5705 -1.2947 9.2635
C 0.6463 -0.6197 9.3700
C 1.8636 -1.2582 9.3472
C 1.8859 -2.6549 9.0974
C -0.6783 -4.3105 6.4621
O -0.6376 -3.0987 6.3011
H -3.0922 -5.8024 2.6693
H -2.1766 -3.8949 4.0685
H -1.4651 -8.6400 5.5260
H -2.7227 -8.1609 3.3803
H 1.5082 -5.6003 8.7490
H -1.4770 -3.2605 9.0531
H -1.5181 -0.8031 9.2128
H 0.6316 0.4639 9.4420
H 2.8003 -0.7727 9.4551
H 2.8009 -3.1943 8.9129
```


Copy entry 2 word for word.
A cluster of 2 separate species, C36H35N3O3S in total in a non-equilibrium geometry, computed with ωB97M-V with the def2-TZVPD basis set.

Output
energy relative to the best compared isomer or geometry (same formula, charge and spin)	18.25	kJ/mol
total charge	0
energy	-59344.1102	eV
HOMO-LUMO gap	2.90	eV
LUMO energy	-2.7643	eV
HOMO level	-0.2080	Ha

The geometry in XYZ format:
```
78
C36H35N3O3S | the Open Molecules 2025 dataset | ωB97M-V with the def2-TZVPD basis set
C 4.9234 -2.5926 1.3921
N 3.8765 -1.8100 2.0028
C 4.0683 -0.5260 2.4281
O 5.1169 0.1082 2.3463
C 2.7280 -0.0381 2.9830
C 2.2342 1.2412 2.2913
C 3.1517 2.4077 2.5686
C 3.7055 3.1398 1.5129
C 4.6453 4.1363 1.7862
C 5.0062 4.4129 3.1111
C 4.4275 3.6996 4.1680
C 3.4860 2.7039 3.8940
N 1.8490 -1.1860 2.7557
C 0.5401 -1.1520 3.0623
C -0.3595 -2.1835 2.8224
C -1.6811 -2.1373 3.2617
C -2.5982 -3.2325 3.1257
C -3.7679 -3.2985 3.9331
C -4.6988 -4.3090 3.7599
C -4.4226 -5.3946 2.9166
C -5.3582 -6.4833 2.8332
N -6.1319 -7.3618 2.7952
C -3.2400 -5.3898 2.1580
C -2.3789 -4.2975 2.1984
C 2.5141 -2.3067 2.0913
C 1.9596 -2.5782 0.6842
C 2.5050 -3.6041 2.9178
H 5.8593 -2.0335 1.4307
H 5.0287 -3.5408 1.9316
H 4.6736 -2.8188 0.3481
H 2.8501 0.1368 4.0687
H 2.1542 1.0607 1.2042
H 1.2178 1.4729 2.6486
H 3.4259 2.8933 0.4849
H 5.1102 4.6787 0.9598
H 5.7496 5.1856 3.3173
H 4.7211 3.8953 5.2005
H 3.0367 2.1295 4.7076
H 0.1874 -0.2384 3.5442
H 0.0076 -3.0793 2.3140
H -2.0221 -1.2662 3.8256
H -3.9548 -2.5073 4.6704
H -5.6624 -4.2624 4.2705
H -3.0168 -6.2384 1.5083
H -1.5412 -4.2375 1.4953
H 2.2078 -1.7440 0.0134
H 2.4188 -3.5001 0.3039
H 0.8745 -2.6998 0.6976
H 3.2403 -3.5317 3.7314
H 1.5240 -3.7936 3.3575
H 2.7741 -4.4368 2.2536
C -7.4077 -0.7179 1.1344
C -7.6385 0.5470 1.6873
C -6.8203 1.0349 2.7139
C -5.7322 0.2641 3.1373
S -4.7418 0.7042 4.5729
C -3.1851 1.0458 3.9378
C -2.5164 2.2129 4.3617
C -1.5440 2.8265 3.5089
C -0.9862 4.0593 3.8367
C -1.3246 4.6881 5.0452
C -2.2167 4.0636 5.9319
C -2.8108 2.8607 5.6035
O -5.3845 1.8927 5.0818
O -4.7022 -0.4937 5.3912
C -5.4042 -0.9077 2.4632
C -6.2931 -1.4617 1.5400
H -8.0823 -1.1224 0.3787
H -8.4738 1.1525 1.3337
H -7.0286 1.9926 3.1894
H -2.8784 0.5093 3.0425
H -1.3013 2.2923 2.5856
H -0.2702 4.5223 3.1534
H -0.8805 5.6452 5.3195
H -2.4394 4.4932 6.9089
H -3.4743 2.3944 6.3268
H -4.4619 -1.4063 2.6852
H -6.1088 -2.4675 1.1539
```